{"formula": "C5H9IO", "method": "ωB97M-V with the def2-TZVPD basis set", "species": ["C", "C", "C", "C", "C", "O", "I", "H", "H", "H", "H", "H", "H", "H", "H", "H"], "xyz": [[0.161, 1.064, -1.663], [-0.117, -0.417, -1.600], [-0.076, 0.170, 0.294], [-1.277, -0.265, 1.154], [1.173, -0.254, 1.004], [-0.029, 1.445, -0.329], [1.435, -1.624, -2.596], [1.205, 1.121, -1.933], [-0.429, 1.648, -2.372], [-1.129, -0.783, -2.102], [-0.995, -0.430, 2.252], [-1.824, -1.185, 0.831], [-2.016, 0.491, 1.171], [1.108, -1.254, 1.126], [1.148, 0.263, 1.988], [2.043, 0.192, 0.462]], "e_above_lowest_kj_mol": 227.7, "orbital_gap_ev": 9.33, "lumo_energy_ev": 0.3828, "homo_ha": -0.3288}

=====

{"formula": "C4H3F9P", "method": "ωB97M-V with the def2-TZVPD basis set", "species": ["C", "C", "C", "C", "F", "F", "F", "F", "F", "F", "F", "F", "F", "P", "H", "H", "H"], "xyz": [[2.165, -0.526, 0.035], [0.047, 1.049, 1.423], [0.086, 0.722, -1.563], [-2.511, -1.582, 0.234], [-0.995, 1.718, 1.064], [1.093, 1.892, 1.343], [-0.080, 0.452, 2.550], [0.677, 1.882, -1.355], [0.686, 0.163, -2.539], [-1.240, 0.890, -1.843], [-2.201, -2.703, 0.670], [-2.766, -1.423, -1.006], [-2.862, -0.650, 1.094], [0.385, -0.326, 0.081], [2.388, -0.951, 0.936], [2.570, 0.446, -0.256], [2.556, -1.054, -0.868]], "e_above_lowest_kj_mol": 20.3, "orbital_gap_ev": [7.12, 7.12], "lumo_energy_ev": [-6.9981, -6.9975], "homo_ha": [-0.5189, -0.5189], "total_charge": 1}

=====

{"formula": "C5H14NO2", "method": "ωB97M-V with the def2-TZVPD basis set", "species": ["C", "O", "C", "C", "C", "C", "N", "H", "H", "H", "H", "H", "H", "H", "H", "H", "H", "H", "H", "H", "H", "O"], "xyz": [[1.055, 0.254, -1.641], [1.806, 0.665, -2.633], [-0.469, -0.027, -1.991], [-1.275, -0.430, -0.747], [-1.402, 0.673, 0.314], [0.320, 0.726, 2.156], [-1.007, 0.231, 1.713], [1.390, -0.719, -1.155], [1.056, 0.996, -0.778], [-0.450, -0.817, -2.741], [-0.862, 0.909, -2.395], [-2.280, -0.768, -1.031], [-0.796, -1.311, -0.305], [-2.408, 1.058, 0.494], [-0.755, 1.515, 0.100], [0.182, 1.809, 2.285], [1.052, 0.771, 1.343], [0.588, 0.150, 3.033], [-0.973, -0.785, 1.673], [1.274, -1.526, 1.377], [1.932, -1.463, 0.034], [2.022, -1.913, 0.892]], "e_above_lowest_kj_mol": 150.1, "orbital_gap_ev": 6.37, "lumo_energy_ev": 3.7162, "homo_ha": -0.0975, "total_charge": -1}

=====

{"formula": "C23H18F3FeN4O2S", "method": "ωB97M-V with the def2-TZVPD basis set", "species": ["Fe", "C", "C", "C", "C", "C", "C", "C", "S", "O", "O", "N", "C", "C", "C", "C", "C", "C", "C", "C", "N", "C", "H", "H", "H", "H", "H", "H", "H", "H", "H", "H", "H", "H", "H", "N", "C", "H", "F", "C", "F", "F", "C", "C", "C", "N", "C", "C", "H", "H", "H", "H"], "xyz": [[-0.554, -0.611, -0.367], [4.093, 4.033, -3.766], [3.541, 2.759, -3.193], [2.241, 2.349, -3.473], [1.729, 1.175, -2.941], [2.530, 0.400, -2.117], [3.839, 0.778, -1.836], [4.330, 1.954, -2.370], [1.907, -1.063, -1.367], [2.945, -2.041, -1.356], [0.622, -1.366, -2.049], [1.311, -0.650, 0.034], [1.788, -0.834, 1.320], [3.078, -0.975, 1.751], [3.335, -1.128, 3.133], [2.330, -1.140, 4.057], [0.984, -1.023, 3.630], [-0.130, -1.075, 4.493], [-1.392, -1.002, 3.974], [-1.555, -0.875, 2.585], [-0.546, -0.809, 1.740], [0.725, -0.878, 2.258], [3.468, 4.409, -4.574], [5.100, 3.882, -4.154], [4.154, 4.807, -2.999], [1.627, 2.944, -4.139], [0.730, 0.843, -3.191], [4.470, 0.142, -1.230], [5.352, 2.246, -2.163], [3.896, -0.986, 1.044], [4.362, -1.238, 3.456], [2.543, -1.249, 5.112], [0.027, -1.183, 5.560], [-2.266, -1.050, 4.606], [-2.553, -0.830, 2.170], [-0.303, 2.443, -0.199], [-0.489, 1.317, -0.364], [-0.092, 3.416, -0.106], [-7.193, -1.220, 1.121], [-6.742, -1.629, -0.072], [-7.400, -0.943, -1.014], [-7.041, -2.921, -0.209], [-5.253, -1.381, -0.182], [-4.365, -2.411, -0.423], [-3.018, -2.106, -0.510], [-2.539, -0.867, -0.360], [-3.414, 0.127, -0.142], [-4.772, -0.087, -0.041], [-4.702, -3.430, -0.546], [-2.289, -2.885, -0.699], [-3.007, 1.121, -0.031], [-5.442, 0.741, 0.142]], "orbital_gap_ev": [7.51, 7.55], "lumo_energy_ev": [-3.2774, -3.3158], "homo_ha": [-0.3966, -0.3991], "total_charge": 1}

=====

{"formula": "C5H4S", "method": "ωB97M-V with the def2-TZVPD basis set", "species": ["C", "C", "C", "C", "C", "H", "H", "H", "H", "S"], "xyz": [[1.421, 0.218, -1.088], [0.936, -0.665, 0.183], [-0.029, -0.489, 1.066], [-1.135, 0.418, 0.638], [-2.226, 0.887, 0.260], [2.544, 0.408, -1.181], [1.786, -1.197, 0.614], [0.009, -1.132, 1.902], [-3.367, 0.923, -0.428], [0.060, 0.628, -1.965]], "e_above_lowest_kj_mol": 405.8, "orbital_gap_ev": 7.58, "lumo_energy_ev": -0.7471, "homo_ha": -0.3060, "smiles": "C#C/C=C\\C=S"}

=====

{"formula": "C53H63F5N9O4PSSb", "method": "ωB97M-V with the def2-TZVPD basis set", "species": ["C", "C", "F", "C", "Sb", "C", "C", "F", "C", "O", "C", "F", "F", "F", "C", "S", "O", "O", "P", "O", "H", "H", "H", "H", "H", "H", "H", "H", "H", "H", "H", "H", "H", "H", "H", "H", "H", "H", "N", "C", "C", "C", "C", "C", "H", "H", "H", "H", "H", "N", "C", "C", "C", "C", "C", "H", "H", "H", "H", "H", "N", "C", "C", "C", "C", "C", "H", "H", "H", "H", "H", "N", "C", "C", "C", "C", "C", "H", "H", "H", "H", "H", "N", "C", "C", "C", "C", "C", "H", "H", "H", "H", "H", "N", "C", "C", "C", "C", "C", "H", "H", "H", "H", "H", "N", "C", "C", "C", "C", "C", "H", "H", "H", "H", "H", "N", "C", "C", "C", "C", "C", "H", "H", "H", "H", "H", "N", "C", "C", "C", "C", "C", "H", "H", "H", "H", "H"], "xyz": [[0.582, -0.088, 3.517], [0.110, 0.694, 2.204], [0.728, 2.083, 2.301], [-1.396, 0.873, 1.741], [-3.129, 0.193, 2.898], [-2.265, -1.849, 3.284], [-2.237, -2.303, 4.846], [-2.307, -3.794, 4.873], [-4.931, -0.512, 3.960], [-5.257, -1.935, 3.828], [-6.341, -2.363, 4.720], [-6.090, -2.169, 6.166], [-6.466, -3.857, 4.527], [-7.696, -1.824, 4.324], [-2.436, 1.048, 4.821], [-1.449, 2.643, 4.678], [-2.195, 3.771, 5.494], [-0.026, 2.560, 5.356], [-4.492, 2.256, 2.332], [-3.593, 3.538, 2.187], [-0.168, -0.395, 4.331], [1.443, 0.546, 4.048], [1.134, -1.091, 3.174], [0.720, 0.213, 1.285], [-1.577, 2.035, 1.522], [-1.510, 0.381, 0.655], [-3.815, -0.496, 1.416], [-3.002, -2.609, 2.729], [-1.233, -2.011, 2.706], [-1.198, -2.026, 5.349], [-3.082, -1.875, 5.529], [-5.858, 0.076, 3.491], [-4.904, -0.185, 5.093], [-3.412, 1.355, 5.438], [-1.833, 0.340, 5.522], [-1.321, 3.149, 3.379], [-5.256, 2.066, 1.123], [-5.458, 2.518, 3.403], [-1.457, 3.618, -0.629], [-1.816, 4.366, -1.695], [-1.192, 5.551, -2.050], [-0.138, 6.002, -1.262], [0.254, 5.254, -0.157], [-0.429, 4.080, 0.116], [-2.646, 3.974, -2.276], [-1.521, 6.110, -2.919], [0.374, 6.927, -1.508], [1.072, 5.578, 0.477], [-0.158, 3.459, 0.965], [-1.695, -0.402, -1.783], [-1.181, -1.537, -2.304], [-1.073, -1.781, -3.663], [-1.523, -0.804, -4.545], [-2.060, 0.375, -4.039], [-2.122, 0.529, -2.663], [-0.847, -2.270, -1.575], [-0.649, -2.711, -4.026], [-1.456, -0.960, -5.618], [-2.420, 1.156, -4.700], [-2.529, 1.434, -2.219], [-5.978, -0.705, -0.143], [-7.324, -0.711, -0.267], [-7.985, -0.772, -1.483], [-7.223, -0.824, -2.645], [-5.835, -0.817, -2.550], [-5.265, -0.759, -1.288], [-7.874, -0.665, 0.668], [-9.068, -0.777, -1.523], [-7.706, -0.871, -3.617], [-5.212, -0.857, -3.437], [-4.186, -0.754, -1.162], [4.473, -1.030, 5.567], [5.288, -0.052, 5.115], [5.374, 1.206, 5.689], [4.574, 1.482, 6.793], [3.723, 0.495, 7.281], [3.710, -0.734, 6.641], [5.890, -0.315, 4.249], [6.048, 1.953, 5.285], [4.613, 2.457, 7.269], [3.087, 0.679, 8.139], [3.066, -1.537, 6.986], [-0.209, -4.323, -1.166], [0.584, -5.378, -1.455], [0.568, -6.570, -0.748], [-0.312, -6.689, 0.322], [-1.140, -5.618, 0.645], [-1.054, -4.468, -0.122], [1.255, -5.236, -2.297], [1.225, -7.386, -1.026], [-0.352, -7.607, 0.901], [-1.836, -5.679, 1.474], [-1.681, -3.607, 0.088], [4.349, -0.841, -2.890], [3.004, -0.848, -3.014], [2.342, -0.908, -4.230], [3.105, -0.961, -5.393], [4.493, -0.953, -5.297], [5.063, -0.895, -4.036], [2.453, -0.802, -2.079], [1.259, -0.913, -4.271], [2.622, -1.007, -6.364], [5.115, -0.993, -6.184], [6.142, -0.890, -3.909], [8.271, 0.380, -3.942], [7.912, 1.128, -5.008], [8.535, 2.314, -5.363], [9.590, 2.764, -4.576], [9.982, 2.017, -3.470], [9.299, 0.842, -3.198], [7.082, 0.737, -5.589], [8.207, 2.873, -6.232], [10.102, 3.690, -4.821], [10.799, 2.341, -2.836], [9.570, 0.222, -2.348], [-7.050, 1.076, -5.732], [-7.197, 2.042, -4.799], [-7.808, 3.262, -5.041], [-8.295, 3.511, -6.320], [-8.157, 2.537, -7.303], [-7.535, 1.346, -6.964], [-6.797, 1.801, -3.818], [-7.901, 4.000, -4.252], [-8.779, 4.456, -6.548], [-8.526, 2.701, -8.309], [-7.407, 0.554, -7.695], [7.500, -1.887, 2.615], [7.917, -2.345, 1.414], [9.221, -2.234, 0.958], [10.155, -1.613, 1.780], [9.755, -1.130, 3.022], [8.430, -1.291, 3.392], [7.151, -2.818, 0.808], [9.501, -2.622, -0.014], [11.187, -1.506, 1.457], [10.459, -0.640, 3.686], [8.070, -0.934, 4.353]], "orbital_gap_ev": 6.78, "lumo_energy_ev": 1.8600, "homo_ha": -0.1807, "total_charge": -1}

=====

Results for energy: -568.73828 -1393.97735 -404.09738 -3218.06338 -590.89693 -4329.89945 (in a.u., following the order of the records).